A molecular structure, C12H4F2NNiO12S2 in a non-equilibrium geometry. Source: OMol25; level of theory: ωB97M-V/def2-TZVPD.

Each line ends with the natural charge from an NBO analysis.
Element x y z (Å)
Ni1 0.407 0.539 -0.352  1.544
C1 1.710 -3.348 -0.370  -0.506
C2 2.485 -4.052 0.522  0.418
C3 3.081 -3.326 1.736  0.403
O1 3.854 -3.918 2.547  -0.684
C4 2.817 -1.987 1.970  -0.518
C5 2.048 -1.236 1.029  0.443
C6 1.466 -1.980 -0.246  0.422
O2 0.822 -1.257 -1.049  -0.751
O3 1.894 0.010 1.029  -0.742
O4 2.733 -5.268 0.322  -0.664
H1 1.282 -3.853 -1.227  0.196
H2 3.209 -1.495 2.846  0.201
C7 -3.228 0.190 1.726  -0.511
C8 -2.187 0.276 0.815  0.383
C9 -2.438 0.464 -0.638  0.374
O5 -1.446 0.661 -1.446  -0.775
C10 -3.710 0.433 -1.142  -0.504
C11 -4.881 0.292 -0.287  0.454
C12 -4.593 0.015 1.274  0.438
O6 -5.522 -0.119 2.068  -0.653
O7 -6.038 0.343 -0.665  -0.641
O8 -0.980 0.152 1.248  -0.755
H3 -2.974 0.039 2.765  0.201
H4 -3.841 0.466 -2.215  0.197
N1 1.156 2.271 -0.896  -1.176
S1 1.771 3.562 -0.320  2.416
O9 1.009 4.805 -0.314  -0.899
O10 3.206 3.624 -0.296  -0.898
F1 1.462 3.135 1.221  -0.525
S2 1.370 2.776 -2.495  2.381
O11 2.712 2.809 -3.011  -0.889
O12 0.364 3.644 -3.037  -0.874
F2 0.980 1.333 -3.110  -0.505

Results
ΔE to the lowest compared entry with this formula, charge and spin = 0.00 kJ/mol
Lowest unoccupied orbital energy (spin up / spin down) = 6.26 / 6.25 eV
Highest occupied orbital energy (spin up / spin down) = 0.0059 / 0.0062 hartree
Spin multiplicity = 3
<S²> = 2.005
Total charge = -3
Energy = -106716.1038 eV
Max |F| = 9.0 eV/Å